Entry 1:
Formula: C4H11S
Source: OMol25
Level of theory: wB97M-V/def2-TZVPD

The geometry in XYZ format:
```
16
Properties=species:S:1:pos:R:3:forces:R:3:mulliken_charge:R:1
C 2.065656 0.903414 0.734183 0.148 0.060 -0.455 -0.75
C 2.359976 0.462253 -0.701166 -0.387 1.038 0.001 -0.71
H 2.963446 0.997048 1.350255 -0.003 -0.101 0.030 0.31
H 1.318098 0.257232 1.179077 0.066 -0.142 0.262 0.18
H 1.566780 1.866617 0.666192 0.013 0.135 0.232 0.24
H 2.907799 -0.468191 -0.795307 -0.046 -0.224 -0.056 0.28
H 1.396027 0.445537 -1.212348 -0.024 -0.570 -0.060 0.15
H 2.886824 1.259490 -1.237521 0.384 -0.182 0.088 0.26
C -2.391606 -1.445967 0.217971 1.246 -0.474 0.432 -1.09
C -2.141820 -0.056096 -0.348797 0.102 -0.029 -0.404 -0.40
S -1.437794 1.054584 0.912827 -0.323 0.123 -0.082 -0.71
H -2.643947 -2.256191 -0.477656 -0.669 0.304 -0.183 0.35
H -2.983396 -1.432298 1.131135 -0.537 0.029 -0.228 0.28
H -1.418619 -1.783914 0.591492 0.131 0.079 0.101 0.25
H -3.032469 0.350508 -0.844781 -0.125 0.042 0.321 0.27
H -1.414962 -0.154032 -1.165552 0.022 -0.086 0.002 0.10
```
Positions in Å, forces in eV/Å.

The LUMO energy comes out at 4.11 eV. Its total charge is -1. The gap between HOMO and LUMO comes out at 6.3 eV. For the strongest force on any atom, the calculation gives 1.4 eV/Å.



Entry 2:
Formula: C3H14O3S
Source: OMol25
Level of theory: wB97M-V/def2-TZVPD

The geometry in XYZ format:
```
21
Properties=species:S:1:pos:R:3:forces:R:3:mulliken_charge:R:1
C 0.739551 0.653350 2.173402 -1.317 -0.602 -1.153 -0.90
C 1.821412 0.192670 1.130225 0.163 -0.518 -0.235 -0.35
C 1.175851 -0.003799 -0.314348 1.214 -0.520 1.011 -0.50
S 2.308591 -0.042204 -1.788473 -0.131 0.309 0.441 -0.25
H 1.031326 0.491005 3.231962 -0.188 0.061 -0.755 0.32
H 0.423000 1.716047 2.025006 0.678 -0.649 0.137 0.26
H -0.242579 0.096145 1.925162 1.504 0.482 0.745 0.19
H 2.361664 -0.749086 1.454825 -1.016 0.712 -0.322 0.30
H 2.659878 0.901918 1.101135 -0.405 0.169 -0.258 0.32
H 0.565345 -0.914182 -0.371519 0.180 0.421 0.277 0.39
H 0.546660 0.850985 -0.532937 -0.190 0.165 -0.066 0.19
H 3.116171 -1.093682 -1.550297 -0.331 0.048 0.315 0.11
O -1.032623 -1.107265 -2.061262 -0.141 0.394 -0.058 -0.66
H -0.951533 -0.139953 -2.197243 -0.073 -0.773 -0.241 0.28
H -0.866296 -1.575705 -2.890214 -0.006 0.467 0.194 0.27
O -2.439515 -1.082412 0.425534 0.519 -0.519 -0.821 -0.66
H -2.572396 -2.038228 0.468011 -0.343 0.124 0.590 0.33
H -1.957205 -1.086231 -0.429662 -0.126 0.313 0.159 0.29
O -2.137363 1.550562 -0.911286 0.486 -0.871 -0.775 -0.61
H -2.255304 0.910914 -0.187884 -0.325 0.951 0.119 0.37
H -2.294626 2.469159 -0.700139 -0.153 -0.166 0.696 0.29
```
Positions in Å, forces in eV/Å.

As for the structure (SMILES): CCCS.O.O.O. The LUMO energy comes out at 0.57 eV. Its total charge is 0. The gap between HOMO and LUMO comes out at 9.5 eV. For the strongest force on any atom, the calculation gives 1.9 eV/Å.



Entry 3:
Formula: C11H16N4O3
Source: OMol25
Level of theory: wB97M-V/def2-TZVPD

The geometry in XYZ format:
```
34
Properties=species:S:1:pos:R:3:forces:R:3:mulliken_charge:R:1
N 1.407512 -0.809980 2.330479 2.611 -2.242 -1.635 -0.82
C 0.436296 -0.236434 1.387582 2.411 0.108 -1.683 -0.66
C 0.551786 1.341472 1.110148 -0.376 -0.773 -0.720 -0.38
C -0.162008 2.192526 2.087824 -2.865 -1.354 1.690 0.13
C 0.204454 3.110936 3.041629 -2.330 -2.754 -0.193 -0.65
N -0.952239 3.164807 3.972353 1.951 4.183 -0.642 -0.27
C -1.929403 2.439682 3.298281 0.232 1.355 2.132 -0.28
N -1.605034 1.723088 2.334146 4.499 0.732 -2.796 -0.34
C 0.602003 -1.043509 0.075330 2.611 -1.720 -4.123 1.06
O 1.582267 -1.850069 -0.016342 -1.058 0.936 0.695 -0.86
N -0.038252 -0.881602 -1.152251 -2.911 2.730 3.123 0.04
C -1.467272 -0.292747 -1.077438 1.511 -0.210 0.201 -0.70
C -2.227677 -1.518291 -1.630942 -1.149 0.188 2.170 -0.33
C -1.365273 -1.736228 -2.873591 -2.427 -0.786 -2.066 -0.41
C 0.033038 -1.587897 -2.425902 0.673 -3.910 3.616 0.05
C 1.154679 -1.090601 -3.151653 1.766 -0.336 -6.141 0.39
O 1.160177 -0.997507 -4.426933 0.027 0.269 4.720 -0.65
O 2.247223 -1.025056 -2.424266 1.240 0.556 0.089 -0.52
H 2.350639 -0.491979 1.940158 -1.333 -0.461 0.966 0.36
H 1.550834 -1.958951 2.034270 -0.853 4.203 1.100 0.39
H -0.439207 -0.560606 1.774080 -3.436 -0.103 1.170 0.48
H 1.585719 1.613330 1.235344 0.728 -0.105 -0.671 0.43
H 0.166400 1.555473 0.052114 0.776 -0.295 1.435 0.21
H 1.229379 3.313411 3.276287 0.034 0.696 0.362 0.35
H -1.042191 4.211387 4.475194 -0.400 -4.091 -1.758 0.33
H -2.918783 2.376909 3.558731 -2.210 0.430 1.567 0.49
H -1.559620 -0.092399 0.014745 -0.775 0.438 -1.120 0.33
H -1.575948 0.622482 -1.790928 0.169 -1.417 1.522 0.19
H -2.008768 -2.436976 -0.813421 -1.178 2.377 -2.201 0.21
H -3.397791 -1.198196 -1.801516 2.977 -1.446 0.320 0.30
H -1.693455 -0.889037 -3.612042 0.750 -2.094 0.696 0.23
H -1.460558 -2.852985 -3.167069 -0.347 2.278 -0.621 0.31
H 0.401704 -2.736999 -2.218576 -0.555 2.530 -0.113 0.21
H 2.226656 -1.341461 -1.457750 -0.764 0.091 -1.088 0.40
```
Positions in Å, forces in eV/Å.

As for the structure (SMILES): N[C@@H](Cc1c[nH]cn1)C(=O)N1CCC[C@H]1C(=O)O. The LUMO energy comes out at 0.55 eV. Its total charge is 0. The gap between HOMO and LUMO comes out at 10.0 eV. For the strongest force on any atom, the calculation gives 6.4 eV/Å.



Entry 4:
Formula: C5H8N2
Source: OMol25
Level of theory: wB97M-V/def2-TZVPD

The geometry in XYZ format:
```
15
Properties=species:S:1:pos:R:3:forces:R:3:mulliken_charge:R:1
C -1.351966 -1.080162 -0.122610 0.103 0.291 0.121 -1.19
C -1.043377 0.383168 -0.479784 -0.103 0.095 -0.071 0.07
C -0.459830 1.472879 0.452385 -0.348 -0.198 0.154 -0.49
N 0.316421 0.812641 -0.534626 0.304 0.181 -0.562 -0.18
C 1.540509 0.092275 -0.407857 0.133 -0.057 -0.089 -0.45
C 1.796149 -0.712090 0.812971 0.211 -0.530 0.775 0.34
N 2.068930 -1.335318 1.748762 -0.385 0.617 -0.851 -0.42
H -0.948216 -1.395066 0.848954 -0.102 0.168 -0.217 0.32
H -0.885895 -1.714819 -0.898742 -0.122 0.244 0.295 0.26
H -2.426992 -1.309564 -0.154217 0.304 0.282 0.116 0.36
H -1.648404 0.741206 -1.314348 0.182 -0.047 0.037 0.28
H -0.464106 2.560903 0.297079 -0.797 -0.459 -0.004 0.26
H -0.460957 1.198143 1.502855 0.449 -0.295 0.055 0.25
H 1.636531 -0.565118 -1.279554 0.105 0.053 0.184 0.29
H 2.331207 0.850924 -0.471270 0.067 -0.345 0.058 0.29
```
Positions in Å, forces in eV/Å.

As for the structure (SMILES): C[C@H]1CN1CC#N. The LUMO energy comes out at 0.87 eV. Its total charge is 0. The gap between HOMO and LUMO comes out at 10.2 eV. For the strongest force on any atom, the calculation gives 1.1 eV/Å.



Entry 5:
Formula: C5H12NO3
Source: OMol25
Level of theory: wB97M-V/def2-TZVPD

The geometry in XYZ format:
```
21
Properties=species:S:1:pos:R:3:forces:R:3:mulliken_charge:R:1
C -0.588253 0.408498 -1.341335 0.726 0.329 -0.386 -0.67
C 0.354989 -0.795147 -1.626141 -0.941 0.832 0.703 -1.00
C -1.236684 0.445373 -0.005261 -0.257 -2.441 1.420 -0.13
C 1.046020 -1.206063 -0.357499 0.552 2.878 -0.241 0.82
C 0.297917 1.391047 1.687811 2.142 -1.731 -1.150 -1.21
N -0.090983 0.174202 0.905190 -0.399 0.599 0.135 -0.31
O -2.222713 -0.583058 0.247741 1.111 -0.319 -0.514 -0.59
O 2.186916 -0.659202 -0.099164 1.481 0.049 -0.286 -0.45
O 0.783007 -2.214610 0.341900 -0.063 -2.967 0.905 -0.41
H 0.097689 1.238875 -1.390835 0.034 0.809 0.310 0.32
H -1.274492 0.606489 -2.122182 -0.727 -0.258 -1.039 0.46
H -0.259571 -1.614302 -1.921532 -0.004 -0.736 -0.887 0.39
H 1.080537 -0.345851 -2.359135 -0.550 -1.409 0.475 0.40
H -1.744376 1.333636 0.230369 -0.072 1.731 0.049 0.58
H 0.601831 2.263922 1.152348 -0.008 0.208 -1.197 0.37
H -0.473158 1.640386 2.265180 -3.517 1.283 2.211 0.50
H 1.077352 1.276966 2.419745 0.724 -0.940 -0.020 0.38
H -0.339504 -0.629354 1.486779 -0.197 0.761 0.319 0.32
H -3.139511 -0.282833 0.270983 0.347 0.363 -0.120 0.35
H 2.310861 0.062456 -0.723647 0.549 0.306 0.044 0.43
H 1.532124 -2.511431 0.938683 -0.931 0.654 -0.732 0.44
```
Positions in Å, forces in eV/Å.

The LUMO energy comes out at -3.35 eV. Its total charge is +1. The gap between HOMO and LUMO comes out at 10.6 eV. For the strongest force on any atom, the calculation gives 4.3 eV/Å.



Entry 6:
Formula: C5H14N3STi
Source: OMol25
Level of theory: wB97M-V/def2-TZVPD

The geometry in XYZ format:
```
24
Properties=species:S:1:pos:R:3:forces:R:3:mulliken_charge:R:1
C -0.601444 -1.465690 2.702961 0.038 0.485 -0.843 -1.04
Ti 0.600357 1.095094 -0.480801 3.362 0.162 0.829 -1.29
N 1.420007 1.230787 -2.462431 0.522 -0.346 -0.991 -0.41
H -0.463790 -0.057576 -0.749195 -1.911 -2.101 -0.397 -0.08
H 1.002890 0.484953 -3.044412 0.207 0.200 0.134 0.44
H -0.729619 -1.244207 3.755144 -0.019 -0.008 0.221 0.35
H 0.395222 -1.896513 2.521288 -0.416 0.187 0.050 0.29
H -0.690326 -0.517014 2.118453 0.148 -0.757 0.439 0.04
H -1.382740 -2.155956 2.358836 0.221 0.112 0.128 0.23
H 1.177796 2.124870 -2.902019 0.068 0.084 0.021 0.32
H 2.446028 1.127407 -2.530472 -0.516 0.112 0.151 0.18
C -3.227247 3.525136 1.843549 0.008 0.070 0.198 -1.13
N -3.522548 2.354972 1.024385 -0.338 -0.568 -0.330 0.78
C -4.713831 1.618778 1.075637 0.720 -0.090 0.044 -0.05
C -4.591331 0.579534 0.218575 0.260 0.317 -0.320 -0.70
N -3.347684 0.718289 -0.396446 -0.037 0.142 0.354 0.01
C -2.703420 1.795434 0.102204 0.747 0.488 -0.312 -0.78
S -1.140170 2.470289 -0.396938 -2.756 1.605 0.555 -0.15
H -2.492988 3.314237 2.637607 -0.155 -0.130 -0.483 0.37
H -2.857803 4.362421 1.237014 -0.100 -0.377 0.045 0.31
H -4.168669 3.796994 2.322145 0.080 0.149 -0.031 0.29
H -5.487477 1.879562 1.768262 -0.200 -0.013 0.032 0.37
H -5.289446 -0.200998 -0.041652 0.146 0.074 0.075 0.38
H -2.881696 0.111742 -1.074617 -0.078 0.203 0.431 0.29
```
Positions in Å, forces in eV/Å.

The LUMO energy (alpha / beta) comes out at 2.48 / 2.47 eV. The multiplicity is 3. Its total charge is -1. The gap between HOMO and LUMO (alpha / beta) comes out at 2.1 / 2.0 eV. For the strongest force on any atom, the calculation gives 3.5 eV/Å.



Please write out number 6 again, unchanged.
Formula: C5H14N3STi
Source: OMol25
Level of theory: wB97M-V/def2-TZVPD

The geometry in XYZ format:
```
24
Properties=species:S:1:pos:R:3:forces:R:3:mulliken_charge:R:1
C -0.601444 -1.465690 2.702961 0.038 0.485 -0.843 -1.04
Ti 0.600357 1.095094 -0.480801 3.362 0.162 0.829 -1.29
N 1.420007 1.230787 -2.462431 0.522 -0.346 -0.991 -0.41
H -0.463790 -0.057576 -0.749195 -1.911 -2.101 -0.397 -0.08
H 1.002890 0.484953 -3.044412 0.207 0.200 0.134 0.44
H -0.729619 -1.244207 3.755144 -0.019 -0.008 0.221 0.35
H 0.395222 -1.896513 2.521288 -0.416 0.187 0.050 0.29
H -0.690326 -0.517014 2.118453 0.148 -0.757 0.439 0.04
H -1.382740 -2.155956 2.358836 0.221 0.112 0.128 0.23
H 1.177796 2.124870 -2.902019 0.068 0.084 0.021 0.32
H 2.446028 1.127407 -2.530472 -0.516 0.112 0.151 0.18
C -3.227247 3.525136 1.843549 0.008 0.070 0.198 -1.13
N -3.522548 2.354972 1.024385 -0.338 -0.568 -0.330 0.78
C -4.713831 1.618778 1.075637 0.720 -0.090 0.044 -0.05
C -4.591331 0.579534 0.218575 0.260 0.317 -0.320 -0.70
N -3.347684 0.718289 -0.396446 -0.037 0.142 0.354 0.01
C -2.703420 1.795434 0.102204 0.747 0.488 -0.312 -0.78
S -1.140170 2.470289 -0.396938 -2.756 1.605 0.555 -0.15
H -2.492988 3.314237 2.637607 -0.155 -0.130 -0.483 0.37
H -2.857803 4.362421 1.237014 -0.100 -0.377 0.045 0.31
H -4.168669 3.796994 2.322145 0.080 0.149 -0.031 0.29
H -5.487477 1.879562 1.768262 -0.200 -0.013 0.032 0.37
H -5.289446 -0.200998 -0.041652 0.146 0.074 0.075 0.38
H -2.881696 0.111742 -1.074617 -0.078 0.203 0.431 0.29
```
Positions in Å, forces in eV/Å.

The LUMO energy (alpha / beta) comes out at 2.48 / 2.47 eV. The multiplicity is 3. Its total charge is -1. The gap between HOMO and LUMO (alpha / beta) comes out at 2.1 / 2.0 eV. For the strongest force on any atom, the calculation gives 3.5 eV/Å.